[1]
C31H32N5O4S3V as an isolated structure at a distorted geometry. Source: OMol25; level of theory: ωB97M-V with the def2-TZVPD basis set.

XYZ file:
```
76
Properties=species:S:1:pos:R:3:mulliken_charge:R:1
V 0.343 -0.144 -0.936 -1.268
C -2.263 -4.088 5.282 -1.512
C -1.502 -3.893 4.004 0.863
C -0.171 -4.283 3.899 -0.837
C 0.537 -4.092 2.721 -0.705
C -0.097 -3.514 1.627 0.798
C -1.429 -3.125 1.707 -0.321
C -2.117 -3.311 2.892 -1.004
S 0.917 -3.457 0.168 0.490
O 0.527 -4.574 -0.691 -0.684
O 3.198 -1.721 -0.838 -0.403
N 0.175 -2.013 -0.552 0.133
C -0.811 -2.114 -1.508 0.803
C -1.257 -3.164 -2.333 -1.135
C -2.273 -2.870 -3.204 -0.357
C -2.806 -1.568 -3.314 -0.987
C -2.285 -0.574 -2.543 -0.234
N -1.332 -0.868 -1.626 0.370
H -1.872 -4.930 5.849 0.403
H -3.319 -4.264 5.089 0.401
H -2.186 -3.201 5.913 0.292
H 0.316 -4.755 4.742 0.424
H 1.570 -4.411 2.652 0.423
H -1.936 -2.698 0.852 0.451
H -3.158 -3.022 2.956 0.439
H -0.825 -4.148 -2.256 0.696
H -2.664 -3.655 -3.838 0.498
H -3.607 -1.353 -4.007 0.497
H -2.602 0.459 -2.600 0.528
O -0.800 5.155 -1.708 -0.635
C -0.842 4.568 -2.910 0.386
C -1.178 5.384 -3.992 -0.753
C -1.246 4.858 -5.261 -0.376
C -0.983 3.502 -5.502 -1.174
C -0.650 2.691 -4.450 -0.358
C -0.570 3.203 -3.137 0.255
C -0.212 2.321 -2.058 1.369
O 0.058 1.035 -2.337 -0.495
N -0.111 2.707 -0.815 -1.753
N 0.291 1.594 -0.093 2.122
C 2.066 0.863 1.498 2.505
S 2.899 1.544 2.967 -0.114
C 2.263 0.303 4.150 -0.608
C 1.238 -0.584 3.447 -0.442
S 1.899 -0.897 1.798 0.001
H -0.563 4.516 -1.017 0.484
H -1.380 6.427 -3.801 0.493
H -1.507 5.506 -6.086 0.420
H -1.039 3.106 -6.505 0.458
H -0.440 1.643 -4.614 0.542
H 1.813 0.828 4.991 0.447
H 3.104 -0.288 4.505 0.455
H 0.261 -0.103 3.369 -0.021
H 1.111 -1.543 3.946 0.504
C 3.438 -0.546 -1.527 -1.092
N 2.554 0.567 -1.056 1.096
C 2.765 1.658 -2.047 -1.620
C 2.992 1.098 0.287 -2.579
C 0.655 1.481 1.303 -0.581
C 0.129 2.530 2.188 -1.534
C -1.189 2.682 2.400 -1.046
C -2.187 1.771 1.883 -0.883
C -1.861 0.742 1.081 -1.027
C -0.481 0.626 0.667 2.544
H 4.483 -0.223 -1.459 0.451
H 3.189 -0.710 -2.578 0.424
H 3.860 -1.873 -0.152 0.384
H 3.829 1.904 -2.088 0.489
H 2.222 2.548 -1.745 0.476
H 2.431 1.337 -3.030 0.336
H 3.130 2.176 0.182 0.603
H 3.965 0.673 0.541 0.451
H 0.846 3.164 2.689 0.692
H -1.520 3.483 3.045 0.566
H -3.217 1.912 2.180 0.509
H -2.585 0.015 0.740 0.571
```

Properties
* lowest unoccupied orbital energy: -8.007 eV
* charge: +2
* gap between HOMO and LUMO: 0.2017 Ha
* molecular weight: 685.77 g/mol
* F_max: 0.028 Eh/bohr


[2]
C31H33AgN3O4Te as an isolated structure. Source: OMol25; level of theory: ωB97M-V with the def2-TZVPD basis set.

XYZ file:
```
73
Properties=species:S:1:pos:R:3:mulliken_charge:R:1
Ag -1.174 0.509 1.663 -0.422
C -5.857 1.326 -2.058 -0.710
O -5.422 1.296 -3.426 -0.569
C -4.957 0.085 -3.867 0.570
C -5.667 -0.592 -4.845 -0.346
C -5.207 -1.808 -5.332 -0.562
C -4.021 -2.336 -4.838 -1.111
C -3.294 -1.645 -3.879 0.438
C -3.754 -0.430 -3.376 -0.939
N -3.041 0.325 -2.440 0.371
C -2.208 -0.127 -1.415 -0.975
N -2.584 -1.305 -0.866 0.504
C -1.958 -2.109 0.143 0.745
C -1.176 -1.604 1.186 -1.469
C -0.684 -2.574 2.072 0.175
C -0.970 -3.933 1.978 -0.676
C -1.792 -4.388 0.956 -0.196
C -2.267 -3.469 0.044 0.396
O -3.109 -3.889 -0.985 -0.567
C -2.410 -4.549 -2.028 -0.688
N -1.211 0.570 -1.015 1.090
C -0.742 1.624 -1.807 -0.987
C -0.818 2.939 -1.371 0.166
C -0.215 3.974 -2.088 -0.818
C 0.461 3.696 -3.261 -0.903
C 0.534 2.382 -3.732 -0.453
C -0.064 1.355 -3.016 0.817
O -0.042 0.045 -3.398 -0.031
C 0.591 -0.260 -4.621 -1.246
H -6.619 2.099 -1.989 0.280
H -5.041 1.562 -1.376 0.205
H -6.291 0.365 -1.774 0.295
H -6.588 -0.152 -5.207 0.430
H -5.771 -2.338 -6.090 0.383
H -3.645 -3.281 -5.213 0.419
H -2.345 -2.024 -3.519 0.665
H -3.009 1.320 -2.597 0.539
H -3.406 -1.731 -1.259 0.461
H -0.061 -2.245 2.898 0.389
H -0.577 -4.630 2.711 0.362
H -2.074 -5.430 0.860 0.456
H -1.979 -5.491 -1.679 0.382
H -1.598 -3.923 -2.414 0.179
H -3.125 -4.748 -2.825 0.203
H -1.331 3.132 -0.435 0.150
H -0.268 4.986 -1.707 0.392
H 0.939 4.489 -3.823 0.368
H 1.062 2.177 -4.653 0.438
H 0.485 -1.333 -4.761 0.242
H 1.655 -0.006 -4.599 0.409
H 0.118 0.261 -5.459 0.422
C 1.804 -0.582 -0.184 -0.599
C 1.994 0.756 0.480 0.785
C 2.590 1.860 -0.362 -0.727
O 1.737 0.948 1.649 -0.613
H 2.251 -0.611 -1.178 0.262
H 0.733 -0.768 -0.265 -0.131
H 2.218 -1.366 0.452 0.415
H 3.591 1.554 -0.683 0.441
H 2.647 2.791 0.196 -0.023
H 1.993 2.006 -1.269 0.120
Te -2.511 2.747 2.324 -0.141
C -1.160 4.327 1.942 -0.671
C -1.646 5.623 1.729 -0.203
C -0.790 6.678 1.435 -0.489
C 0.580 6.468 1.350 -0.512
C 1.080 5.190 1.566 -0.586
C 0.225 4.130 1.858 0.107
H -2.714 5.802 1.784 0.343
H -1.196 7.669 1.271 0.343
H 1.249 7.289 1.120 0.369
H 2.148 5.012 1.509 0.384
H 0.639 3.142 2.025 0.452
```

Properties
* lowest unoccupied orbital energy: 2.346 eV
* charge: -1
* gap between HOMO and LUMO: 0.2197 Ha
* molecular weight: 747.09 g/mol
* F_max: 0.008 Eh/bohr


[3]
C31H33ClHgN2O2Si2 as an isolated structure at a distorted geometry. Source: OMol25; level of theory: ωB97M-V with the def2-TZVPD basis set.

XYZ file:
```
72
Properties=species:S:1:pos:R:3:mulliken_charge:R:1
C -1.310 0.094 0.703 -0.307
C -2.308 0.120 -0.311 -0.723
C -2.185 -1.068 -1.081 -0.205
H -3.041 0.910 -0.460 0.450
C -1.115 -1.830 -0.545 -0.658
C -0.570 -1.116 0.555 -0.431
H 0.241 -1.455 1.188 0.369
H -1.190 0.833 1.491 0.484
H -2.801 -1.359 -1.929 0.548
H -0.771 -2.792 -0.910 0.556
Hg 5.504 -0.206 -5.937 0.058
Si 0.761 0.231 -3.765 0.127
C -0.339 1.700 -3.923 0.938
C 0.223 2.886 -4.440 -0.718
H 1.266 2.883 -4.774 0.296
C -0.558 4.031 -4.541 -0.528
H -0.156 4.927 -5.012 0.434
C -1.872 4.028 -4.044 -0.640
H -2.475 4.946 -4.090 0.383
C -2.421 2.857 -3.509 -0.783
H -3.451 2.841 -3.142 0.396
C -1.666 1.683 -3.473 0.270
H -2.099 0.760 -3.083 0.341
C -0.127 -1.328 -4.175 1.418
C -1.248 -1.309 -5.011 -0.108
H -1.612 -0.374 -5.438 0.322
C -1.933 -2.497 -5.273 -0.874
H -2.809 -2.472 -5.919 0.423
C -1.500 -3.702 -4.705 -0.553
H -2.053 -4.631 -4.904 0.399
C -0.378 -3.720 -3.869 -0.645
H -0.035 -4.665 -3.431 0.445
C 0.307 -2.537 -3.595 -0.909
H 1.170 -2.526 -2.931 0.405
H 2.423 0.565 -5.347 -0.058
Si 2.939 0.455 -6.913 -0.202
C 2.004 -1.130 -7.351 0.832
C 1.223 -1.213 -8.509 -0.271
H 1.103 -0.345 -9.158 0.418
C 0.621 -2.427 -8.855 -0.680
H 0.018 -2.477 -9.752 0.397
C 0.783 -3.554 -8.056 -0.575
H 0.299 -4.497 -8.325 0.386
C 1.560 -3.459 -6.903 -0.477
H 1.655 -4.330 -6.262 0.375
C 2.195 -2.262 -6.569 -0.243
H 2.843 -2.202 -5.687 0.078
C 1.757 1.809 -7.613 0.744
C 0.368 1.659 -7.488 -0.129
H -0.046 0.820 -6.909 0.274
C -0.522 2.556 -8.095 -0.460
H -1.601 2.440 -7.938 0.408
C -0.043 3.588 -8.905 -0.641
H -0.738 4.247 -9.432 0.384
C 1.341 3.751 -9.043 -0.529
H 1.739 4.542 -9.677 0.374
C 2.233 2.905 -8.363 -0.705
H 3.308 3.081 -8.469 0.367
H 0.908 0.077 -2.341 -0.501
Cl 4.322 0.514 -8.593 -0.388
C 2.832 0.280 2.857 -0.616
O 2.069 1.392 2.355 -0.426
C 1.687 1.241 1.071 0.620
O 1.985 0.308 0.336 -0.512
N 0.825 2.286 0.723 -0.138
N 0.631 2.425 -0.672 -0.331
H 3.108 0.540 3.876 0.247
H 3.723 0.122 2.248 0.296
H 2.223 -0.625 2.848 0.247
H 1.056 3.146 1.205 0.304
H 0.627 1.468 -1.044 -0.168
H -0.271 2.866 -0.837 0.312
```

Properties
* lowest unoccupied orbital energy (spin up / spin down): -1.646 / -1.547 eV
* gap between HOMO and LUMO (spin up / spin down): 0.2315 / 0.1975 Ha
* molecular weight: 757.83 g/mol
* F_max: 0.062 Eh/bohr


[4]
C31H33ClIrNOSSe2Te2 as an isolated structure at a distorted geometry. Source: OMol25; level of theory: ωB97M-V with the def2-TZVPD basis set.

XYZ file:
```
73
Properties=species:S:1:pos:R:3:mulliken_charge:R:1
Ir 0.695 -1.353 0.994 1.888
Se 3.064 -2.192 0.219 -0.632
Te 3.574 -0.505 2.001 -0.207
Te 2.630 -1.674 4.239 -0.295
Se 0.217 -1.054 3.915 -0.534
O 1.435 0.912 0.584 -0.804
S 0.953 1.947 -0.398 0.350
C 2.333 3.050 -0.619 0.540
C 2.444 3.693 -1.865 -0.326
C 3.413 4.640 -2.075 -0.629
C 4.308 4.978 -1.056 -0.394
C 4.198 4.340 0.184 -0.699
C 3.224 3.398 0.408 -0.466
C -0.005 3.123 0.536 0.664
C 0.071 3.210 1.925 -0.268
C -0.561 4.245 2.573 -0.605
C -1.263 5.207 1.851 -0.458
C -1.356 5.100 0.463 -0.544
C -0.736 4.064 -0.192 -0.473
H 1.755 3.418 -2.651 0.326
H 3.496 5.131 -3.038 0.385
H 5.075 5.725 -1.224 0.364
H 4.902 4.593 0.969 0.391
H 3.144 2.896 1.363 0.399
H 0.593 2.440 2.470 0.346
H -0.522 4.311 3.651 0.444
H -1.743 6.027 2.365 0.361
H -1.909 5.846 -0.094 0.399
H -0.796 3.962 -1.266 0.339
C -3.528 -1.902 1.643 -1.162
C -3.739 -0.469 1.149 0.303
C -3.086 0.527 2.108 -1.249
C -3.210 -0.343 -0.262 0.739
C -4.106 -0.144 -1.288 -0.803
C -3.716 -0.072 -2.618 -1.405
C -2.370 -0.192 -2.923 -0.239
C -1.418 -0.382 -1.946 0.093
C 0.028 -0.512 -2.364 1.603
C 0.265 -1.880 -3.008 -1.676
C 0.438 0.608 -3.326 -1.942
C -1.807 -0.505 -0.561 0.913
N -0.955 -0.752 0.400 -0.959
H -3.969 -2.055 2.627 0.456
H -2.461 -2.090 1.703 -0.019
H -3.975 -2.613 0.947 0.302
H -4.822 -0.261 1.119 0.433
H -2.014 0.347 2.160 -0.027
H -3.498 0.411 3.110 0.436
H -3.257 1.552 1.780 0.301
H -5.161 -0.044 -1.057 0.285
H -4.448 0.068 -3.405 0.315
H -2.064 -0.126 -3.960 0.241
H 0.655 -0.461 -1.464 -0.565
H -0.339 -1.995 -3.910 0.336
H -0.010 -2.663 -2.306 0.155
H 1.316 -2.008 -3.262 0.448
H -0.015 0.462 -4.308 0.412
H 1.518 0.621 -3.455 0.444
H 0.115 1.572 -2.943 0.365
Cl 0.967 -4.710 3.745 -0.226
C 1.313 -5.190 2.112 0.689
C 2.138 -6.283 1.948 -0.748
C 2.398 -6.774 0.679 -0.290
C 1.848 -6.126 -0.418 -0.890
C 1.057 -5.017 -0.245 0.347
C 0.736 -4.508 1.028 -0.099
C -0.170 -3.373 1.165 -1.306
H 2.565 -6.754 2.822 0.380
H 3.025 -7.643 0.555 0.340
H 2.046 -6.496 -1.415 0.352
H 0.660 -4.499 -1.105 0.199
H -0.658 -3.383 2.142 0.581
H -0.924 -3.421 0.374 0.279
```

Properties
* lowest unoccupied orbital energy (spin up / spin down): 3.879 / 3.884 eV
* charge: -2
* gap between HOMO and LUMO (spin up / spin down): 0.1515 / 0.1446 Ha
* molecular weight: 1108.47 g/mol
* F_max: 0.048 Eh/bohr


[5]
C31H33ErI2N3O4S2 as an isolated structure at a distorted geometry. Source: OMol25; level of theory: ωB97M-V with the def2-TZVPD basis set.

XYZ file:
```
76
Properties=species:S:1:pos:R:3:mulliken_charge:R:1
Er -0.587 0.640 -0.393 1.124
C -0.798 0.337 3.091 -1.512
C -2.065 -0.228 2.528 1.293
C -3.049 -0.665 3.418 -0.998
C -4.258 -1.074 3.070 -1.145
C -4.594 -1.036 1.720 1.094
C -5.854 -1.361 1.306 -0.552
C -6.175 -1.368 -0.011 -0.954
C -5.295 -0.840 -0.942 -0.486
C -3.969 -0.530 -0.579 0.853
S -2.795 0.040 -1.757 -0.430
C -3.580 -0.648 0.780 -1.111
N -2.315 -0.295 1.236 0.316
H -0.596 -0.051 4.081 0.589
H -0.862 1.391 3.258 0.345
H 0.012 0.213 2.413 0.067
H -2.715 -0.597 4.419 0.527
H -4.980 -1.377 3.819 0.444
H -6.639 -1.647 1.988 0.389
H -7.235 -1.497 -0.249 0.317
H -5.672 -0.583 -1.938 0.428
C 3.149 6.362 3.923 -0.856
O 2.061 5.806 3.185 -0.410
C 2.154 4.552 2.722 0.912
C 3.364 3.781 2.800 -0.862
C 3.411 2.601 2.153 -1.786
C 2.296 2.143 1.383 1.068
C 2.467 0.874 0.684 0.836
C 3.793 0.214 0.490 -1.718
O 1.501 0.254 0.150 -0.041
C 1.070 2.792 1.468 0.563
O 0.024 2.271 0.917 -0.037
C 0.984 4.019 2.221 -0.796
H 2.918 7.429 3.947 0.267
H 4.190 6.318 3.529 0.307
H 3.097 5.941 4.917 0.378
H 4.218 4.208 3.292 0.343
H 4.301 2.078 2.057 0.319
H 3.828 -0.714 1.057 0.327
H 4.679 0.725 0.835 0.493
H 3.939 -0.066 -0.539 0.331
H 0.137 4.645 2.316 0.419
I -2.927 3.026 -0.543 0.339
I -2.576 5.514 0.368 -0.207
C -1.617 1.732 -4.184 -0.859
C -0.387 2.257 -3.556 0.348
N 0.229 1.763 -2.484 0.019
C 1.245 2.731 -2.206 -0.181
C 1.214 3.690 -3.162 -0.933
N 0.157 3.425 -3.993 0.016
H -1.336 1.456 -5.237 0.396
H -2.370 2.500 -4.123 0.326
H -1.890 0.830 -3.693 0.004
H 1.830 2.731 -1.320 0.476
H 1.887 4.464 -3.397 0.463
H -0.124 3.929 -4.796 0.167
C 3.694 -6.772 -1.877 -1.442
C 2.709 -5.658 -2.009 1.003
C 1.753 -5.621 -3.003 -0.788
C 0.754 -4.676 -2.935 -0.467
C 0.656 -3.827 -1.810 0.464
C 1.579 -3.893 -0.786 -0.546
C 2.655 -4.764 -0.923 -0.758
S -0.682 -2.670 -1.766 0.156
C -1.872 -3.746 -0.889 -0.827
O -0.090 -1.602 -0.842 -0.395
H 4.635 -6.417 -1.472 0.406
H 3.788 -7.143 -2.892 0.374
H 3.287 -7.557 -1.278 0.306
H 1.768 -6.286 -3.816 0.423
H -0.036 -4.734 -3.722 0.369
H 1.540 -3.123 -0.001 0.299
H 3.430 -4.888 -0.200 0.400
H -1.586 -3.981 0.108 0.340
H -2.085 -4.609 -1.499 0.489
H -2.790 -3.135 -0.823 0.165
```

Properties
* lowest unoccupied orbital energy (spin up / spin down): -3.135 / -3.131 eV
* 2S+1: 4
* charge: +1
* gap between HOMO and LUMO (spin up / spin down): 0.2495 / 0.2500 Ha
* molecular weight: 996.82 g/mol
* F_max: 0.057 Eh/bohr


[6]
C31H33IN11OSV as an isolated structure at a distorted geometry. Source: OMol25; level of theory: ωB97M-V with the def2-TZVPD basis set.

XYZ file:
```
79
Properties=species:S:1:pos:R:3:mulliken_charge:R:1
V 0.614 0.269 -0.212 0.537
N -2.572 4.122 -1.827 0.002
C -2.534 3.518 -0.447 0.230
C -1.489 4.216 0.404 -1.159
C -1.279 3.364 1.660 -0.304
N -0.430 2.198 1.296 -0.253
C -2.622 3.052 2.329 -1.346
C -3.800 2.626 1.454 -0.077
N -3.659 1.228 1.028 -0.430
C -3.893 3.529 0.222 -1.382
H -1.708 3.840 -2.320 0.197
H -2.653 5.140 -1.813 0.379
H -3.353 3.747 -2.370 0.448
H -2.227 2.489 -0.621 -0.116
H -1.841 5.214 0.684 0.420
H -0.541 4.331 -0.129 0.546
H -0.732 3.955 2.398 0.479
H -0.401 1.571 2.095 0.141
H 0.522 2.549 1.191 0.146
H -2.914 3.983 2.824 0.472
H -2.478 2.326 3.135 0.436
H -4.710 2.771 2.045 0.420
H -4.408 0.985 0.386 0.237
H -3.785 0.623 1.832 0.296
H -4.164 4.542 0.531 0.363
H -4.680 3.165 -0.445 0.529
S 0.909 -3.152 6.579 0.214
N 1.975 -2.147 5.912 -0.660
C 1.452 -1.758 4.758 0.564
C 2.069 -0.823 3.825 0.402
C 3.277 -0.168 4.069 -0.599
C 3.735 0.729 3.135 -1.079
C 3.003 0.939 1.968 -0.361
N 1.863 0.308 1.698 0.472
C 1.398 -0.552 2.641 0.074
C 0.094 -1.154 2.369 -0.632
N -0.474 -0.804 1.200 0.721
C -1.687 -1.271 0.906 -0.661
C -2.389 -2.104 1.770 -1.175
C -1.801 -2.488 2.954 -0.554
C -0.530 -2.006 3.267 0.491
C 0.192 -2.328 4.491 0.626
N -0.233 -3.147 5.443 -0.649
H 3.818 -0.366 4.986 0.579
H 4.651 1.280 3.289 0.475
H 3.341 1.655 1.238 0.539
H -2.087 -0.982 -0.055 0.577
H -3.369 -2.459 1.485 0.588
H -2.299 -3.159 3.644 0.575
N -2.351 -7.446 -5.788 -0.430
C -1.946 -6.596 -5.132 -0.117
C -1.440 -5.523 -4.306 0.543
C -1.048 -5.786 -2.997 -0.731
C -0.575 -4.756 -2.205 -0.429
C -0.487 -3.461 -2.716 0.362
C -0.876 -3.207 -4.033 -0.400
C -1.353 -4.234 -4.827 -0.758
C -0.008 -2.382 -1.889 0.955
C 0.401 -1.477 -1.186 -0.996
H -1.116 -6.792 -2.608 0.467
H -0.265 -4.952 -1.188 0.491
H -0.804 -2.200 -4.423 0.516
H -1.657 -4.047 -5.847 0.465
C 5.225 0.291 -3.496 -1.026
N 4.237 0.625 -2.482 0.001
C 4.061 1.970 -1.964 -0.440
C 2.839 1.793 -1.097 -0.155
O 2.242 2.642 -0.461 -0.538
N 2.473 0.470 -1.103 0.845
C 3.282 -0.168 -1.993 0.260
N 3.134 -1.440 -2.302 -0.168
H 4.903 0.620 -4.484 0.333
H 5.411 -0.780 -3.515 0.389
H 6.166 0.776 -3.246 0.337
H 3.884 2.705 -2.751 0.358
H 4.914 2.293 -1.363 0.362
H 2.269 -1.897 -2.012 -0.221
H 3.682 -1.860 -3.033 0.257
I -0.367 1.422 -2.457 -0.271
```

Properties
* lowest unoccupied orbital energy (spin up / spin down): -5.782 / -5.837 eV
* 2S+1: 3
* charge: +2
* gap between HOMO and LUMO (spin up / spin down): 0.2544 / 0.2595 Ha
* molecular weight: 785.60 g/mol
* F_max: 0.023 Eh/bohr